DFT (ωB97M-V/def2-TZVPD) results for 7 unconnected molecules or ions with the total composition C26H64ClN2O13 in a non-equilibrium geometry.

## Properties
Lowest unoccupied orbital energy (eV): -3.05
ΔE to the lowest compared entry with this formula, charge and spin (kJ/mol): 0.0
Kohn-Sham gap (eV): 8.62

ORCA input file:
```
! RIJCOSX wB97M-V def2-TZVPD def2/J DEFGRID3
* xyz 1 1
C -3.35 -0.72 3.94
C -2.04 -0.47 3.16
C -1.91 1.01 2.85
N -0.91 1.39 1.82
N -0.28 0.35 1.15
C 0.85 -0.21 1.39
C 1.68 0.22 2.55
C 2.94 0.98 2.08
C 4.07 0.10 1.54
Cl 2.45 2.20 0.85
C 1.17 -1.26 0.36
C 1.66 -2.63 0.87
C 1.00 -3.04 2.19
C 1.57 -3.71 -0.23
C 0.39 -4.68 -0.18
C -0.12 -1.34 -0.47
C -0.92 -0.09 -0.11
O -2.28 -0.29 0.00
H -4.13 -0.07 3.54
H -3.24 -0.56 5.01
H -3.68 -1.73 3.73
H -2.08 -1.08 2.27
H -1.22 -0.77 3.82
H -1.62 1.52 3.77
H -2.88 1.43 2.56
H -0.23 2.06 2.13
H 1.12 0.89 3.19
H 2.02 -0.63 3.13
H 3.32 1.55 2.92
H 3.92 -0.95 1.80
H 4.15 0.17 0.46
H 5.02 0.41 1.95
H 1.92 -0.78 -0.29
H 2.73 -2.51 1.08
H 1.44 -2.54 3.04
H 1.14 -4.10 2.37
H -0.07 -2.82 2.20
H 1.57 -3.25 -1.22
H 2.50 -4.28 -0.19
H -0.56 -4.22 -0.46
H 0.26 -5.16 0.79
H 0.57 -5.47 -0.90
H 0.01 -1.36 -1.55
H -0.76 -2.18 -0.22
H -0.73 0.68 -0.85
H -2.73 0.53 -0.22
C -3.95 2.99 -1.48
C -3.01 3.06 -2.66
O -3.51 2.23 -3.71
O -4.13 1.63 -1.06
H -3.56 3.56 -0.63
H -4.93 3.40 -1.75
H -2.04 2.64 -2.38
H -2.87 4.08 -2.99
H -4.28 2.66 -4.09
H -4.16 1.11 -1.87
C -0.21 5.83 -4.80
C 0.65 5.28 -5.91
O -0.17 4.64 -6.89
O -0.99 4.79 -4.21
H 0.40 6.27 -4.01
H -0.88 6.60 -5.19
H 1.31 4.50 -5.52
H 1.26 6.06 -6.36
H -0.65 5.31 -7.37
H -1.27 4.22 -4.94
C 4.51 -2.19 -2.35
C 5.59 -1.23 -1.89
O 6.87 -1.83 -2.03
O 4.57 -3.40 -1.62
H 3.51 -1.76 -2.21
H 4.64 -2.40 -3.42
H 5.47 -1.02 -0.83
H 5.54 -0.29 -2.45
H 7.09 -1.88 -2.97
H 5.51 -3.58 -1.50
C -6.74 3.21 1.64
C -6.55 1.72 1.51
O -6.88 1.29 0.19
O -8.07 3.58 1.32
H -6.54 3.55 2.65
H -6.05 3.73 0.95
H -7.24 1.20 2.18
H -5.52 1.43 1.76
H -6.19 1.61 -0.39
H -8.35 3.02 0.59
C -6.66 -2.38 6.48
C -6.86 -0.95 6.00
O -6.90 -0.91 4.57
O -5.48 -2.93 5.92
H -6.57 -2.41 7.57
H -7.52 -2.99 6.18
H -6.00 -0.34 6.29
H -7.77 -0.51 6.43
H -7.73 -1.30 4.29
H -5.45 -2.60 5.02
C 9.95 -1.99 -4.65
C 11.30 -1.97 -3.97
O 11.22 -2.60 -2.69
O 8.98 -1.33 -3.83
H 9.99 -1.47 -5.60
H 9.63 -3.02 -4.83
H 11.61 -0.95 -3.78
H 12.06 -2.47 -4.59
H 11.10 -3.54 -2.82
H 9.20 -1.57 -2.92
*
```

Atom charges from the Löwdin analysis, given in e for atoms 1 to 8: number 1, C, carries -0.0751; number 2, C, carries -0.2321; number 3, C, carries -0.1615; number 4, N, carries 0.0532; number 5, N, carries 0.0024; number 6, C, carries -0.1457; number 7, C, carries -0.1146; number 8, C, carries -0.6496